Entry from the Open Molecules 2025 dataset: a single H4N2Si molecule (ωB97M-V/def2-TZVPD).

Results
- SMILES string: N1N[SiH2]1
- HOMO-LUMO gap: 9.682 eV

The geometry in ORCA input format:
```
! wB97M-V def2-TZVPD RIJCOSX def2/J DEFGRID3
* xyz 0 1
Si -0.81 -0.04 -0.05
N 0.68 -0.77 0.04
N 0.74 0.71 -0.10
H 1.20 -1.28 -0.78
H -1.53 0.32 -1.17
H -1.47 -0.04 1.25
H 1.19 1.11 0.81
*
```


Entry from the Open Molecules 2025 dataset: a single H4N2Si molecule (ωB97M-V/def2-TZVPD).

Results
- SMILES string: N1N[SiH2]1
- HOMO-LUMO gap: 9.572 eV

The geometry in ORCA input format:
```
! wB97M-V def2-TZVPD RIJCOSX def2/J DEFGRID3
* xyz 0 1
Si -0.84 0.04 0.10
N 0.68 -0.79 0.05
N 0.74 0.68 -0.19
H -1.36 0.02 1.45
H 1.23 -1.28 -0.91
H -1.75 0.21 -1.01
H 1.30 1.13 0.52
*
```


Entry from the Open Molecules 2025 dataset: 2 unconnected molecules or ions with the total composition H4N5 (ωB97M-V/def2-TZVPD).

Results
- HOMO-LUMO gap: 11.508 eV

The geometry in ORCA input format:
```
! wB97M-V def2-TZVPD RIJCOSX def2/J DEFGRID3
* xyz 1 1
N 0.35 -1.06 0.14
N 0.52 0.11 0.56
N 3.36 -0.29 -0.08
N 2.52 0.43 -0.02
N -0.14 1.09 0.06
H 0.85 -1.92 0.55
H -0.80 1.02 -0.72
H 0.25 2.03 0.17
H -0.31 -1.52 -0.61
*
```


Entry from the Open Molecules 2025 dataset: a single H4NO2PS molecule (ωB97M-V/def2-TZVPD).

Results
- SMILES string: OP(O)NS
- HOMO-LUMO gap: 10.027 eV

The geometry in ORCA input format:
```
! wB97M-V def2-TZVPD RIJCOSX def2/J DEFGRID3
* xyz 0 1
S -2.32 0.37 -0.78
P 0.23 -0.68 0.53
O 0.69 0.42 1.65
O 1.66 -0.81 -0.22
N -0.49 0.41 -0.53
H 1.39 1.09 1.47
H -0.31 1.26 -0.18
H 1.72 -1.52 -0.85
H -2.41 0.12 0.50
*
```


Entry from the Open Molecules 2025 dataset: 2 unconnected molecules or ions with the total composition H4NO2SSi (ωB97M-V/def2-TZVPD).

Results
- HOMO-LUMO gap: 8.438 eV

The geometry in ORCA input format:
```
! wB97M-V def2-TZVPD RIJCOSX def2/J DEFGRID3
* xyz -1 1
S 1.53 0.31 -0.15
Si -1.62 0.30 0.06
O -0.46 0.41 1.15
O 2.52 1.24 0.49
N 2.15 -1.08 -0.07
H 1.68 -1.82 -0.54
H -1.01 0.30 -1.32
H -2.62 1.40 0.09
H -2.18 -1.06 0.30
*
```


Entry from the Open Molecules 2025 dataset: a molecular structure, H4NOPS2 (ωB97M-V/def2-TZVPD).

Results
- HOMO-LUMO gap: 8.450 eV

The geometry in ORCA input format:
```
! wB97M-V def2-TZVPD RIJCOSX def2/J DEFGRID3
* xyz 0 1
S -1.06 0.31 2.05
S -0.10 -2.09 -0.57
P 0.37 -0.22 -0.12
O 1.84 -0.29 0.36
N 0.24 0.89 -1.14
H -1.10 -1.81 -1.44
H 2.14 0.59 0.21
H -1.56 1.60 2.01
H -0.77 1.02 -1.36
*
```


Entry from the Open Molecules 2025 dataset: a molecular structure, H4NP3 (ωB97M-V/def2-TZVPD).

Results
- HOMO-LUMO gap (spin up / spin down): 6.965 / 6.966 eV

The geometry in ORCA input format:
```
! wB97M-V def2-TZVPD RIJCOSX def2/J DEFGRID3
* xyz 0 1
P -1.65 0.75 -0.67
P 1.29 -0.22 -0.49
P -0.96 0.15 1.28
N 2.69 -0.94 -0.57
H 3.29 -1.28 0.22
H -0.21 1.27 1.76
H -2.96 0.70 -0.26
H -1.49 -0.44 -1.28
*
```


Entry from the Open Molecules 2025 dataset: 2 unconnected molecules or ions with the total composition H4O2 (ωB97M-V/def2-TZVPD).

Results
- SMILES string: O.O
- HOMO-LUMO gap: 11.568 eV

The geometry in ORCA input format:
```
! wB97M-V def2-TZVPD RIJCOSX def2/J DEFGRID3
* xyz 0 1
O -1.63 -0.11 -0.03
O 1.45 0.00 -0.03
H 2.00 0.73 -0.08
H -1.84 0.82 0.30
H 1.92 -0.69 0.31
H -0.63 0.01 -0.04
*
```


Entry from the Open Molecules 2025 dataset: 2 unconnected molecules or ions with the total composition H4O2 (ωB97M-V/def2-TZVPD).

Results
- SMILES string: O.O
- HOMO-LUMO gap: 11.794 eV

The geometry in ORCA input format:
```
! wB97M-V def2-TZVPD RIJCOSX def2/J DEFGRID3
* xyz 0 1
O 1.07 0.54 -0.59
O -1.74 -0.56 0.58
H 1.93 0.77 -0.98
H -1.03 0.03 0.26
H -1.47 -1.52 0.38
H 1.24 0.73 0.35
*
```


Entry from the Open Molecules 2025 dataset: 2 unconnected molecules or ions with the total composition H4O2 (ωB97M-V/def2-TZVPD).

Results
- SMILES string: O.O
- HOMO-LUMO gap: 11.646 eV

The geometry in ORCA input format:
```
! wB97M-V def2-TZVPD RIJCOSX def2/J DEFGRID3
* xyz 0 1
O 1.50 0.00 -0.10
O -1.64 -0.07 0.03
H 1.49 0.91 0.34
H -1.39 0.89 -0.03
H -0.70 -0.40 -0.28
H 1.71 -0.77 0.50
*
```